[1]
Below is a cluster of 15 separate species, H30O15 in total at a distorted geometry, with properties calculated with ωB97M-V/def2-TZVPD.

Geometry as ORCA input:
```
! wB97M-V def2-TZVPD RIJCOSX def2/J DEFGRID3
* xyz 0 1
H 0.002 0.132 -0.582
H 0.792 0.581 0.481
H -0.504 0.016 -2.769
H -1.877 0.451 -2.355
H -1.104 -3.987 2.113
H -0.414 -4.001 3.329
H 3.419 -0.717 1.240
H 3.744 0.816 1.040
H -0.634 3.066 -2.528
H -1.753 2.619 -1.736
H -1.060 -0.387 1.718
H -2.123 0.217 2.391
H 2.051 -3.151 1.465
H 2.737 -2.163 0.593
H 2.575 -0.545 -2.127
H 1.352 -1.290 -1.382
H 2.497 3.118 -0.611
H 2.515 1.678 0.053
H -2.109 -3.146 -2.228
H -3.545 -2.912 -2.372
H 1.381 5.548 0.272
H 0.900 4.389 0.913
H -0.662 2.964 2.342
H 0.176 1.727 1.876
H -5.724 -0.548 0.489
H -4.301 -0.789 1.062
H 3.954 -3.211 -1.611
H 2.678 -3.319 -2.424
H -2.738 0.475 -0.526
H -2.814 0.907 0.932
O -0.134 0.363 0.379
O -0.980 0.845 -2.714
O -0.618 -3.366 2.699
O 3.633 -0.081 0.576
O -0.888 2.794 -1.617
O -1.255 0.429 2.219
O 2.942 -2.715 1.339
O 2.204 -0.911 -1.272
O 1.940 2.441 -0.234
O -2.917 -3.174 -1.706
O 1.509 4.564 0.252
O 0.212 2.592 2.354
O -4.771 -0.389 0.388
O 3.090 -2.812 -1.803
O -3.377 0.882 0.081
*
```

## Properties
LUMO energy, eV: -0.46
HOMO, eV: -8.96
HOMO-LUMO gap, eV: 8.50
Total energy, eV: -31192.3192
Largest force on an atom, eV/Å: 6.72

Listed below, in e, are the natural (NBO) charges computed for each atom: atom 1 (H): 0.474, atom 2 (H): 0.489, atom 3 (H): 0.450, atom 4 (H): 0.456, atom 5 (H): 0.463, atom 6 (H): 0.462, atom 7 (H): 0.485, atom 8 (H): 0.470, atom 9 (H): 0.455, atom 10 (H): 0.442, atom 11 (H): 0.495, atom 12 (H): 0.442, atom 13 (H): 0.478, atom 14 (H): 0.482, atom 15 (H): 0.492, atom 16 (H): 0.449, atom 17 (H): 0.490, atom 18 (H): 0.453, atom 19 (H): 0.457, atom 20 (H): 0.469, atom 21 (H): 0.445, atom 22 (H): 0.483, atom 23 (H): 0.465, atom 24 (H): 0.496, atom 25 (H): 0.450, atom 26 (H): 0.456, atom 27 (H): 0.479, atom 28 (H): 0.456, atom 29 (H): 0.442, atom 30 (H): 0.465, atom 31 (O): -0.962, atom 32 (O): -0.908, atom 33 (O): -0.923, atom 34 (O): -0.955, atom 35 (O): -0.894, atom 36 (O): -0.924, atom 37 (O): -0.956, atom 38 (O): -0.933, atom 39 (O): -0.947, atom 40 (O): -0.925, atom 41 (O): -0.931, atom 42 (O): -0.966, atom 43 (O): -0.920, atom 44 (O): -0.938, atom 45 (O): -0.907

[2]
Below is a structure of composition C4H6NdO2 at a distorted geometry, with properties calculated with ωB97M-V/def2-TZVPD.

Geometry as ORCA input:
```
! wB97M-V def2-TZVPD RIJCOSX def2/J DEFGRID3
* xyz 2 5
C 0.434 -0.172 -1.313
O 0.237 0.564 -2.422
H 0.607 -1.222 -1.548
H -0.176 1.414 -2.230
C -1.595 -0.928 1.569
C -0.354 -0.756 1.091
C -0.020 0.215 0.020
O 1.401 0.318 -0.336
Nd 3.331 2.143 -0.244
H -2.398 -0.238 1.297
H 0.412 -1.506 1.317
H -1.397 -1.034 2.684
H -0.482 1.203 0.114
*
```

## Properties
LUMO energy (spin up / spin down), eV: -9.85 / -9.72
HOMO (spin up / spin down), eV: -15.79 / -15.79
<S²>: 6.0030
HOMO-LUMO gap (spin up / spin down), eV: 5.95 / 6.07
Total energy, eV: -23596.1020
Largest force on an atom, eV/Å: 4.04

Listed below, in e, are the natural (NBO) charges computed for each atom: atom 1 (C): 0.361, atom 2 (O): -0.649, atom 3 (H): 0.224, atom 4 (H): 0.489, atom 5 (C): -0.322, atom 6 (C): -0.260, atom 7 (C): 0.026, atom 8 (O): -0.733, atom 9 (Nd): 1.959, atom 10 (H): 0.210, atom 11 (H): 0.234, atom 12 (H): 0.255, atom 13 (H): 0.203

Ordered ΔE to the lowest compared entry with this formula, charge and spin results: 9.3463 1.2889; unit eV.